A 8-piece molecular cluster, C30H76N6O14 overall in a non-equilibrium geometry, computed with the ωB97M-V functional and the def2-TZVPD basis.

Atoms and positions in Å:
1 O 5.6748 -12.5881 14.9510
2 C 5.2849 -13.4493 15.8741
3 O 5.0335 -13.0774 17.0594
4 O 5.1838 -14.6805 15.6194
5 H 5.7478 -11.7886 15.4774
6 O 5.7420 -7.9582 15.3909
7 C 5.3242 -8.8747 16.1799
8 O 4.4472 -8.7004 17.0303
9 O 5.8184 -10.0148 16.0829
10 H 6.4576 -8.5101 15.0669
11 C 4.5738 -5.9017 12.6802
12 O 5.3755 -4.8580 12.1441
13 C 5.0165 -3.4914 12.3247
14 C 5.0472 -3.0787 13.8579
15 N 6.3919 -3.2154 14.3820
16 C 7.4155 -2.5163 13.5781
17 C 8.7770 -2.6255 14.2511
18 O 8.9742 -1.8342 15.4256
19 C 10.2248 -1.9689 16.0105
20 H 4.7602 -6.0616 13.7422
21 H 4.8666 -6.8717 12.2783
22 H 3.4985 -5.8315 12.5162
23 H 4.0143 -3.3244 11.9300
24 H 5.7654 -2.8933 11.8056
25 H 4.4010 -3.7620 14.4090
26 H 4.6868 -2.0553 13.9617
27 H 6.3637 -2.7406 15.2731
28 H 7.1661 -1.5069 13.2508
29 H 7.5533 -3.1511 12.7028
30 H 9.5363 -2.3262 13.5286
31 H 8.9654 -3.6425 14.5951
32 H 11.1347 -1.8422 15.4238
33 H 10.1641 -2.9799 16.4134
34 H 10.3798 -1.3024 16.8589
35 C 3.9141 -12.0971 22.9749
36 O 3.4882 -10.9896 22.0977
37 C 2.1188 -10.7108 22.2174
38 C 1.8210 -9.4646 21.3442
39 N 1.9034 -9.6268 19.8822
40 C 0.8363 -10.4572 19.2870
41 C 0.9057 -10.5221 17.7746
42 O 2.1681 -10.9625 17.3929
43 C 2.3374 -10.8617 15.9430
44 H 3.6548 -11.8676 24.0085
45 H 4.9859 -12.2695 22.8775
46 H 3.4315 -13.0406 22.7199
47 H 1.9024 -10.4541 23.2544
48 H 1.4502 -11.5118 21.9017
49 H 2.5082 -8.6618 21.6113
50 H 0.8330 -9.0674 21.5766
51 H 1.8600 -8.6941 19.4971
52 H -0.1305 -10.0478 19.5800
53 H 0.8402 -11.4152 19.8070
54 H 0.5465 -9.5600 17.4095
55 H 0.1252 -11.1767 17.3867
56 H 3.3522 -11.2316 15.7970
57 H 2.2526 -9.8061 15.6849
58 H 1.6928 -11.5594 15.4083
59 C 8.0112 -7.7773 11.0192
60 C 8.0021 -7.5023 12.5155
61 C 9.2930 -8.0875 13.1453
62 O 9.4080 -9.5097 12.9962
63 C 8.6651 -10.1490 14.0190
64 N 7.9912 -6.0438 12.7249
65 H 8.9184 -7.4678 10.5002
66 H 7.1596 -7.3071 10.5275
67 H 7.9064 -8.8553 10.8968
68 H 7.1250 -7.9370 12.9949
69 H 9.3537 -7.7335 14.1744
70 H 10.1814 -7.5766 12.7739
71 H 8.9316 -11.1923 14.1886
72 H 7.6418 -10.3102 13.6799
73 H 8.7280 -9.6518 14.9869
74 H 7.2167 -5.6174 12.2365
75 H 7.9222 -5.7727 13.6954
76 C 6.6755 -4.8615 17.6972
77 C 7.8324 -5.5267 16.8184
78 C 8.4412 -6.7886 17.5767
79 O 8.8457 -6.3440 18.8664
80 C 9.6901 -7.3482 19.4900
81 N 7.3867 -5.8301 15.4976
82 H 5.9342 -5.6502 17.8265
83 H 6.2340 -3.9959 17.2034
84 H 7.1523 -4.4562 18.5896
85 H 8.6638 -4.8306 16.7084
86 H 9.2331 -7.2671 17.0006
87 H 7.7500 -7.6309 17.6051
88 H 9.8184 -7.1503 20.5542
89 H 10.6452 -7.3922 18.9666
90 H 9.2833 -8.3525 19.3717
91 H 6.8950 -5.0387 15.1079
92 H 6.6954 -6.5469 15.6664
93 C 2.8223 -5.0744 17.9031
94 C 1.7426 -6.0920 18.1520
95 C 0.9148 -6.3340 16.9197
96 O -0.0786 -5.2728 16.8951
97 C -1.0290 -5.2699 15.8748
98 N 2.4963 -7.2428 18.5357
99 H 3.4513 -5.3691 17.0631
100 H 3.4954 -4.9075 18.7440
101 H 2.3859 -4.1250 17.5929
102 H 1.0905 -5.8376 18.9876
103 H 0.3286 -7.2491 17.0040
104 H 1.5109 -6.3898 16.0088
105 H -0.5231 -5.3576 14.9133
106 H -1.7387 -4.4465 15.7947
107 H -1.6651 -6.1486 15.9812
108 H 3.1192 -7.5185 17.7900
109 H 3.0291 -7.0164 19.3634
110 C 8.4094 -12.9661 17.4031
111 C 8.7644 -11.8966 18.4827
112 C 10.0627 -11.1211 18.1951
113 O 9.9174 -10.0805 17.2357
114 C 11.0926 -9.4598 16.7706
115 N 7.6758 -10.9185 18.4259
116 H 9.2310 -13.6370 17.1522
117 H 8.0369 -12.4285 16.5312
118 H 7.6452 -13.6558 17.7615
119 H 8.8875 -12.4002 19.4415
120 H 10.8213 -11.8809 18.0070
121 H 10.4564 -10.7454 19.1395
122 H 11.4345 -8.6899 17.4623
123 H 11.0224 -9.0006 15.7845
124 H 11.8754 -10.2070 16.6397
125 H 7.9270 -10.1448 19.0245
126 H 7.8664 -10.4283 17.5637

HOMO energy   -0.41 eV
Net charge   -2
Energy above the lowest of the compared OMol25 structures with the same formula, charge and spin   0.0 kcal/mol

Here are the Mulliken charges for atoms 1 to 8, given in e: -0.438, 0.652, -0.646, -0.878, 0.463, 0.058, -0.135, -0.953

=====

C30H22N4W as an isolated structure, computed with the ωB97M-V functional and the def2-TZVPD basis.

Atoms and positions in Å:
1 W -1.1433 0.0475 -0.4918
2 C -1.8560 4.1996 -1.5713
3 C -2.0631 2.8616 -1.2608
4 N -1.0781 1.9596 -1.3096
5 C 0.1886 2.3466 -1.6880
6 C 0.4680 3.6821 -2.0015
7 C -0.5909 4.6061 -1.9286
8 C 1.7838 4.0232 -2.4071
9 C 2.7240 3.0414 -2.4862
10 C 2.4274 1.6916 -2.1662
11 C 1.1694 1.3249 -1.7599
12 N 0.6481 0.0658 -1.4149
13 C 1.2534 -1.1943 -1.6052
14 C 2.5733 -1.5149 -1.7971
15 C 2.9724 -2.8610 -2.0001
16 C 2.0727 -3.8830 -1.9965
17 C 0.7066 -3.5955 -1.7445
18 C -0.3044 -4.5755 -1.7047
19 C -1.6087 -4.2232 -1.4508
20 C -1.9041 -2.8886 -1.1919
21 N -0.9740 -1.9331 -1.2215
22 C 0.3270 -2.2653 -1.5329
23 H -2.6833 4.8915 -1.5200
24 H -3.0363 2.4958 -0.9590
25 H -0.3987 5.6459 -2.1649
26 H 2.0124 5.0493 -2.6602
27 H 3.7290 3.2791 -2.8060
28 H 3.2263 0.9792 -2.2637
29 H 3.3469 -0.7679 -1.7891
30 H 4.0217 -3.0622 -2.1655
31 H 2.3775 -4.9056 -2.1721
32 H -0.0404 -5.6116 -1.8790
33 H -2.4008 -4.9566 -1.4259
34 H -2.9073 -2.5745 -0.9411
35 C -3.6743 -2.3510 2.5947
36 C -3.8617 -1.5797 1.4684
37 C -2.9046 -0.6048 1.1597
38 C -1.7619 -0.4447 1.9424
39 C -1.5610 -1.2421 3.0671
40 C -2.5362 -2.1637 3.3916
41 N -0.7860 0.3926 1.3385
42 C 0.3584 0.8519 2.0852
43 C 0.1470 1.8584 3.0187
44 C 1.2237 2.3109 3.7670
45 C 2.4844 1.7590 3.5752
46 C 2.6776 0.7564 2.6366
47 C 1.6074 0.2933 1.8809
48 H -4.4153 -3.0824 2.8852
49 H -4.7533 -1.6803 0.8636
50 H -3.1607 0.1354 0.3789
51 H -0.6665 -1.1297 3.6646
52 H -2.4154 -2.7668 4.2819
53 H -0.8416 2.2762 3.1596
54 H 1.0767 3.0935 4.4987
55 H 3.3183 2.1114 4.1670
56 H 3.6597 0.3239 2.5013
57 H 1.7458 -0.4954 1.1512

HOMO energy (spin up / spin down)   -13.30 / -13.87 eV
2S+1   3
Net charge   +2
<S²>   2.0140

Here are the Mulliken charges for atoms 1 to 8, given in e: 0.417, -0.874, -0.071, -0.097, 0.677, 0.857, -0.421, -0.944

=====

C2BrClFN as an isolated structure in a non-equilibrium geometry, computed with the ωB97M-V functional and the def2-TZVPD basis.

Atoms and positions in Å:
1 C -0.2067 -0.0044 -1.0617
2 C 0.1927 -0.2542 0.2744
3 N -0.5425 0.1438 -2.1452
4 F -0.2933 -1.3314 0.8523
5 Cl -1.1156 1.3590 1.3347
6 Br 1.9654 0.0872 0.7456

HOMO energy (spin up / spin down)   -8.52 / -11.71 eV
2S+1   3
Energy above the lowest of the compared OMol25 structures with the same formula, charge and spin   0.0 kcal/mol
<S²>   2.0103

Charges per atom according to Mulliken partitioning, unit e: 0.309, 0.139, -0.314, -0.183, 0.056, -0.007

=====

C24H44Cl3InN2O4Si as an isolated structure in a non-equilibrium geometry, computed with the ωB97M-V functional and the def2-TZVPD basis.

Atoms and positions in Å:
1 C -1.3436 3.2425 0.5668
2 C -0.2506 3.1450 1.5811
3 H -2.2869 3.5914 0.9784
4 H -1.5044 2.2778 0.0890
5 H -1.0552 3.9323 -0.2302
6 C -0.2871 3.6554 2.8138
7 C -1.3946 4.4221 3.4536
8 H 0.5913 3.5267 3.4373
9 H -2.2787 4.5037 2.8273
10 H -1.0736 5.4369 3.7010
11 H -1.6976 3.9624 4.3980
12 In 0.7854 -0.3368 -0.2102
13 Cl 1.8513 0.9456 -1.8192
14 Cl -1.2979 -0.0857 -1.2042
15 H 2.2290 -4.7463 -3.3364
16 H 1.3859 -3.3444 -5.3773
17 C 1.3219 -4.4190 -2.8276
18 C 0.5305 -3.0802 -4.7545
19 N 0.8818 -3.1427 -3.3526
20 H 1.5209 -4.3105 -1.7684
21 C 0.7862 -2.0631 -2.5718
22 O 1.0787 -2.0643 -1.3648
23 H 0.2123 -2.0743 -5.0090
24 H 0.4282 -1.1618 -3.0663
25 H 0.5493 -5.1735 -2.9754
26 H -0.2843 -3.7699 -4.9768
27 H -2.1500 0.9198 2.2309
28 H -0.7353 1.0053 4.3192
29 C -2.1519 -0.1659 2.2817
30 C -0.8341 -0.0794 4.3639
31 N -0.9860 -0.6090 3.0260
32 H -2.1072 -0.5548 1.2725
33 C 0.0004 -1.2699 2.4365
34 O 0.0080 -1.6595 1.2558
35 H 0.0537 -0.4943 4.8330
36 H 0.8468 -1.4858 3.1022
37 H -3.0556 -0.5067 2.7862
38 H -1.7027 -0.3314 4.9706
39 O 0.5699 0.9876 1.0997
40 C 0.9391 2.3370 1.0796
41 C 2.5578 1.7587 2.9329
42 C 2.2093 2.5753 1.8626
43 H 1.9159 0.9221 3.1655
44 C 3.7062 2.0026 3.6724
45 H 1.1324 2.6582 0.0500
46 C 3.0552 3.6295 1.5315
47 H 3.9545 1.3634 4.5112
48 C 4.5366 3.0651 3.3414
49 C 4.2100 3.8740 2.2602
50 H 2.8006 4.2648 0.6919
51 H 5.4331 3.2590 3.9167
52 H 4.8553 4.6994 1.9875
53 Si -5.8041 -0.6399 -3.8176
54 Cl -6.7277 0.9762 -2.8408
55 C -5.8880 -2.1047 -2.6627
56 C -4.0398 -0.1392 -4.1677
57 C -6.7565 -0.9510 -5.3933
58 H -5.3732 -1.8998 -1.7257
59 H -5.4208 -2.9799 -3.1158
60 H -6.9185 -2.3625 -2.4256
61 H -7.7962 -1.1970 -5.1850
62 H -6.3214 -1.7826 -5.9486
63 H -6.7459 -0.0760 -6.0409
64 H -3.5024 0.0852 -3.2480
65 H -3.9979 0.7454 -4.8006
66 H -3.5059 -0.9411 -4.6791
67 C 4.4234 -2.2308 -0.0464
68 C 4.4008 -2.0544 1.4296
69 C 2.9786 -1.5506 1.5803
70 O 2.7630 -0.6148 0.5319
71 C 3.7558 -0.9319 -0.4545
72 H 5.4253 -2.3957 -0.4960
73 H 3.7603 -3.0868 -0.3146
74 H 5.1137 -1.2450 1.7139
75 H 4.6312 -2.9696 2.0151
76 H 2.3023 -2.4251 1.4595
77 H 2.8923 -1.0874 2.5804
78 H 4.5037 -0.1077 -0.4420
79 H 3.3880 -1.0676 -1.4886

HOMO energy   -8.13 eV
Energy above the lowest of the compared OMol25 structures with the same formula, charge and spin   0.0 kcal/mol

Here are the Mulliken charges for atoms 1 to 8, given in e: -1.468, 0.503, 0.404, 0.108, 0.313, 0.133, -1.599, 0.425